{"formula": "C81H216N12O33", "method": "the ωB97M-V functional and the def2-TZVPD basis", "multiplicity": 1, "homo_lumo_gap_ev": 8.66, "charge": 0, "elements": ["C", "O", "C", "C", "N", "C", "C", "O", "C", "H", "H", "H", "H", "H", "H", "H", "H", "H", "H", "H", "H", "H", "H", "H", "C", "O", "C", "C", "N", "C", "C", "O", "C", "H", "H", "H", "H", "H", "H", "H", "H", "H", "H", "H", "H", "H", "H", "H", "C", "O", "C", "C", "N", "C", "C", "O", "C", "H", "H", "H", "H", "H", "H", "H", "H", "H", "H", "H", "H", "H", "H", "H", "C", "O", "C", "C", "N", "C", "C", "O", "C", "H", "H", "H", "H", "H", "H", "H", "H", "H", "H", "H", "H", "H", "H", "H", "C", "O", "C", "C", "N", "C", "C", "O", "C", "H", "H", "H", "H", "H", "H", "H", "H", "H", "H", "H", "H", "H", "H", "H", "C", "O", "C", "C", "N", "C", "C", "O", "C", "H", "H", "H", "H", "H", "H", "H", "H", "H", "H", "H", "H", "H", "H", "H", "C", "O", "C", "C", "N", "C", "C", "O", "C", "H", "H", "H", "H", "H", "H", "H", "H", "H", "H", "H", "H", "H", "H", "H", "C", "O", "C", "C", "N", "C", "C", "O", "C", "H", "H", "H", "H", "H", "H", "H", "H", "H", "H", "H", "H", "H", "H", "H", "C", "O", "C", "C", "N", "C", "C", "O", "C", "H", "H", "H", "H", "H", "H", "H", "H", "H", "H", "H", "H", "H", "H", "H", "C", "O", "C", "C", "N", "C", "C", "O", "C", "H", "H", "H", "H", "H", "H", "H", "H", "H", "H", "H", "H", "H", "H", "H", "C", "O", "C", "C", "N", "C", "C", "O", "C", "H", "H", "H", "H", "H", "H", "H", "H", "H", "H", "H", "H", "H", "H", "H", "C", "O", "C", "C", "N", "C", "C", "O", "C", "H", "H", "H", "H", "H", "H", "H", "H", "H", "H", "H", "H", "H", "H", "H", "C", "O", "H", "H", "H", "H", "C", "O", "H", "H", "H", "H", "C", "O", "H", "H", "H", "H", "C", "O", "H", "H", "H", "H", "C", "O", "H", "H", "H", "H", "C", "O", "H", "H", "H", "H", "C", "O", "H", "H", "H", "H", "C", "O", "H", "H", "H", "H", "C", "O", "H", "H", "H", "H"], "positions_angstrom": [[-22.7513, 19.1670, 25.6188], [-22.4995, 17.8547, 25.1576], [-21.9169, 17.0827, 26.1653], [-21.2370, 15.8072, 25.5913], [-20.8326, 14.9956, 26.6869], [-19.4223, 14.4499, 26.5947], [-19.4211, 13.0900, 25.8800], [-20.1941, 13.1889, 24.7018], [-19.4219, 13.7083, 23.6193], [-23.3012, 19.1436, 26.5926], [-23.4312, 19.6258, 24.9210], [-21.8576, 19.7820, 25.7399], [-22.6399, 16.7347, 26.9388], [-21.0919, 17.5814, 26.6443], [-20.3609, 16.1835, 25.0687], [-21.8805, 15.3114, 24.9353], [-20.9433, 15.5153, 27.5725], [-19.0583, 14.4084, 27.6087], [-18.8086, 15.2350, 26.0294], [-19.9037, 12.3336, 26.4665], [-18.3945, 12.7176, 25.7137], [-18.4269, 13.3243, 23.6298], [-19.3615, 14.7914, 23.6112], [-19.9958, 13.2736, 22.8183], [-19.4020, 6.6200, 25.2635], [-20.6218, 7.3319, 25.2288], [-20.8585, 7.9704, 26.4584], [-22.0424, 8.9502, 26.2216], [-23.2146, 8.1560, 25.8781], [-24.3990, 8.9377, 25.7673], [-25.6370, 8.1582, 25.3661], [-25.7235, 7.8026, 24.0641], [-26.3212, 8.6996, 23.1221], [-19.4257, 5.9786, 24.3713], [-19.2777, 5.9125, 26.1005], [-18.5398, 7.3128, 25.2339], [-19.9096, 8.5441, 26.7166], [-21.2080, 7.2593, 27.1866], [-21.7672, 9.7288, 25.4972], [-22.2703, 9.3789, 27.1893], [-23.2090, 7.6415, 24.9742], [-24.2757, 9.7683, 25.0242], [-24.7321, 9.3923, 26.7043], [-26.5428, 8.7078, 25.7337], [-25.5618, 7.2825, 25.9227], [-25.7835, 9.6376, 22.9468], [-27.2519, 8.9476, 23.5925], [-26.4635, 8.1989, 22.1744], [-19.7444, 12.0564, 15.4106], [-20.3332, 13.3381, 15.5902], [-21.7742, 13.2356, 15.3993], [-22.3647, 14.5424, 15.7696], [-23.8889, 14.5432, 15.6851], [-24.4407, 14.5420, 14.3647], [-24.1270, 15.7508, 13.5091], [-24.8274, 16.8453, 14.0266], [-24.4353, 18.0118, 13.4184], [-20.3319, 11.5569, 14.6518], [-19.7303, 11.5210, 16.3845], [-18.7850, 12.2057, 15.0374], [-22.1678, 12.3798, 15.9293], [-21.9589, 13.0523, 14.3479], [-21.8792, 15.3918, 15.2149], [-22.0871, 14.6177, 16.8423], [-24.1984, 15.3592, 16.1602], [-25.5170, 14.3630, 14.3837], [-24.0851, 13.6788, 13.8444], [-24.4664, 15.6351, 12.4638], [-23.0710, 15.9600, 13.4335], [-23.4888, 18.4776, 13.6950], [-25.2519, 18.7282, 13.5805], [-24.3682, 17.9488, 12.3381], [-28.9974, 15.8720, 17.6002], [-27.9983, 15.6133, 18.5312], [-27.0028, 16.5732, 18.5207], [-26.2049, 16.6483, 17.2102], [-25.1951, 17.6292, 17.2164], [-24.1064, 17.3056, 18.1237], [-23.1027, 18.4560, 18.0514], [-22.3245, 18.4856, 16.8456], [-21.5539, 19.6447, 16.7419], [-29.1464, 16.9197, 17.5381], [-29.8141, 15.2982, 18.0498], [-28.7628, 15.5604, 16.5801], [-26.3456, 16.3638, 19.3778], [-27.4037, 17.5942, 18.6656], [-26.8997, 16.9448, 16.4581], [-25.8357, 15.6656, 16.9565], [-24.8374, 17.8683, 16.2767], [-23.7525, 16.3149, 17.8868], [-24.4070, 17.2789, 19.1777], [-22.3572, 18.4909, 18.8791], [-23.7901, 19.3499, 18.0292], [-21.1482, 19.6187, 15.7557], [-20.7253, 19.5160, 17.3954], [-22.1279, 20.5606, 16.8912], [-17.0542, 18.4137, 15.0996], [-18.3014, 18.0313, 15.6062], [-18.5960, 16.6607, 15.7355], [-18.1738, 16.1305, 17.1463], [-18.8238, 16.8070, 18.2829], [-20.2030, 16.3244, 18.5513], [-20.4162, 16.4158, 20.1202], [-21.8424, 16.2786, 20.4094], [-22.1811, 16.2542, 21.7337], [-17.0893, 19.4756, 14.9569], [-16.8724, 17.9371, 14.1447], [-16.1946, 18.2994, 15.7975], [-18.1647, 16.0330, 14.9604], [-19.7196, 16.6780, 15.6979], [-17.0987, 16.1795, 17.2571], [-18.4479, 15.0801, 17.1551], [-18.7501, 17.7976, 18.2797], [-20.2590, 15.2885, 18.1393], [-20.9359, 16.9371, 18.0817], [-20.0786, 17.3707, 20.4860], [-19.8868, 15.6775, 20.6897], [-23.3161, 16.1100, 21.8204], [-22.0050, 17.2457, 22.2659], [-21.6580, 15.4967, 22.3341], [-21.6135, -1.8158, 25.8093], [-20.6084, -0.8814, 25.4670], [-20.5475, -0.7524, 24.0336], [-21.7883, -0.2204, 23.4158], [-21.9942, 1.2332, 23.7409], [-23.2913, 1.6233, 23.1214], [-23.4452, 3.1170, 23.3176], [-23.3940, 3.4185, 24.6630], [-23.0964, 4.7466, 25.0486], [-21.7333, -1.6809, 26.8733], [-21.2265, -2.8185, 25.5497], [-22.5771, -1.6095, 25.4126], [-20.3028, -1.7503, 23.6620], [-19.7738, 0.0718, 23.8191], [-22.6220, -0.8101, 23.7125], [-21.7348, -0.2604, 22.3638], [-22.0192, 1.4338, 24.7376], [-24.1444, 1.1485, 23.6220], [-23.2233, 1.3264, 22.0668], [-24.3434, 3.4576, 22.7810], [-22.5801, 3.5788, 22.7365], [-23.8969, 5.4519, 24.8893], [-22.1643, 5.0758, 24.4814], [-23.0065, 4.7470, 26.1468], [-27.3272, 12.6749, 16.8986], [-27.0363, 11.4536, 17.6174], [-26.5128, 10.4631, 16.6980], [-26.6017, 9.1039, 17.3730], [-25.8257, 9.1378, 18.6051], [-25.2707, 7.8583, 18.9500], [-26.2243, 6.7418, 19.3291], [-27.0707, 7.2449, 20.3487], [-28.2172, 6.4596, 20.5059], [-27.5232, 13.3972, 17.6873], [-28.2559, 12.5630, 16.3587], [-26.5771, 12.9322, 16.1862], [-25.4383, 10.7324, 16.4500], [-27.0721, 10.5087, 15.7833], [-26.2164, 8.3784, 16.6385], [-27.6504, 8.8394, 17.5269], [-26.4891, 9.3370, 19.3500], [-24.6595, 8.0439, 19.8106], [-24.5805, 7.4770, 18.1672], [-25.6595, 5.8345, 19.6993], [-26.7463, 6.4789, 18.3833], [-28.8191, 6.3915, 19.5913], [-28.7537, 6.8971, 21.3088], [-27.9450, 5.4436, 20.8523], [-24.2444, 14.1476, 19.5702], [-24.1922, 12.8985, 20.3496], [-23.8424, 11.7855, 19.5542], [-23.7165, 10.5954, 20.4068], [-22.8432, 10.8854, 21.5614], [-22.6195, 9.7787, 22.4529], [-22.0094, 8.5517, 21.8627], [-22.8678, 7.7037, 21.2146], [-23.0119, 6.3973, 21.7993], [-23.4441, 14.8915, 19.8253], [-25.1111, 14.6297, 19.8787], [-24.3084, 13.9627, 18.4789], [-22.8667, 11.9457, 19.1232], [-24.5935, 11.7109, 18.7148], [-23.4973, 9.6688, 19.8561], [-24.7592, 10.3368, 20.7713], [-23.2225, 11.6164, 22.2095], [-23.5388, 9.5356, 22.9780], [-21.9164, 10.1109, 23.2333], [-21.4579, 7.9592, 22.6216], [-21.1667, 8.9298, 21.2309], [-23.6564, 5.8095, 21.1176], [-23.3287, 6.5811, 22.7832], [-22.0517, 5.8025, 21.7366], [-17.8773, 7.7380, 21.9811], [-17.5821, 7.7653, 20.6491], [-17.0514, 8.9881, 20.1723], [-17.2239, 9.0646, 18.6407], [-18.6102, 9.1145, 18.0800], [-19.3583, 7.8171, 18.0685], [-20.8184, 8.0829, 17.8712], [-21.1745, 8.5804, 16.5967], [-22.3693, 9.2945, 16.6965], [-17.0345, 8.1621, 22.6335], [-17.9315, 6.7291, 22.2607], [-18.7815, 8.3950, 22.2890], [-15.9480, 9.1473, 20.4494], [-17.6225, 9.8187, 20.6255], [-16.7773, 8.1986, 18.1753], [-16.6231, 9.9714, 18.3081], [-19.1188, 9.7182, 18.7241], [-19.1906, 7.1804, 18.9628], [-18.9757, 7.2325, 17.2847], [-21.1249, 8.8048, 18.6695], [-21.3150, 7.1617, 18.1316], [-22.1956, 10.2665, 17.2030], [-23.1913, 8.8407, 17.2956], [-22.8139, 9.4764, 15.7524], [-21.6906, 13.6584, 29.8272], [-20.7400, 12.6317, 29.6821], [-19.4875, 12.9254, 30.2563], [-18.5484, 11.7746, 29.9129], [-18.2945, 11.5425, 28.4979], [-17.6751, 10.3318, 28.1679], [-17.2218, 10.3635, 26.7362], [-18.4924, 10.3470, 25.9529], [-18.2906, 10.5761, 24.6149], [-22.3286, 13.7470, 28.9321], [-21.1903, 14.6047, 30.0628], [-22.3091, 13.4829, 30.7507], [-19.5799, 12.8468, 31.3547], [-19.0941, 13.9011, 29.9741], [-19.0685, 10.9697, 30.3752], [-17.6055, 11.9515, 30.3944], [-19.2185, 11.6955, 28.1081], [-18.3475, 9.4534, 28.3693], [-16.8203, 10.1987, 28.9041], [-16.5749, 9.6040, 26.4266], [-16.7255, 11.3384, 26.5480], [-19.2860, 10.7914, 24.2792], [-17.8583, 9.7454, 24.0823], [-17.6014, 11.4148, 24.3900], [-27.1993, 1.0307, 21.2375], [-25.8529, 1.4477, 21.0737], [-25.6793, 2.4492, 20.1114], [-24.2431, 2.5401, 19.5918], [-23.9817, 3.7913, 18.9293], [-24.5915, 4.0182, 17.6784], [-23.7238, 4.9061, 16.7862], [-22.4308, 4.2910, 16.5031], [-21.9834, 4.4832, 15.1807], [-27.8575, 1.7483, 21.6866], [-27.1918, 0.2520, 21.9982], [-27.6896, 0.6856, 20.2871], [-26.0866, 3.3939, 20.5088], [-26.3551, 2.2066, 19.2903], [-24.0140, 1.6344, 19.0004], [-23.4898, 2.5643, 20.3945], [-22.9880, 3.7843, 18.8915], [-25.5757, 4.5095, 17.8306], [-24.8030, 3.0214, 17.2555], [-23.5514, 5.8933, 17.3023], [-24.2452, 5.0826, 15.8434], [-21.2165, 3.6476, 15.0501], [-21.5078, 5.4336, 15.1296], [-22.7200, 4.4709, 14.4338], [-23.7908, 19.9438, 21.4062], [-24.9004, 20.3368, 22.2167], [-26.1131, 19.8103, 21.7293], [-26.5532, 18.5824, 22.5521], [-25.3793, 17.7010, 22.9001], [-25.5738, 16.4768, 23.6087], [-25.8067, 16.6450, 25.0935], [-25.8358, 15.4218, 25.8472], [-26.8066, 14.5720, 25.2940], [-23.8040, 20.5952, 20.5751], [-23.9056, 18.9270, 21.0350], [-22.8418, 20.0722, 21.9942], [-26.0451, 19.4860, 20.6425], [-26.7655, 20.6438, 21.8790], [-27.2760, 18.0437, 21.9995], [-27.0812, 19.0558, 23.4266], [-24.6483, 18.2784, 23.2947], [-24.7222, 15.8527, 23.4380], [-26.4329, 15.9628, 23.2939], [-26.7565, 17.2515, 25.2699], [-24.9929, 17.1594, 25.6091], [-27.8963, 14.8890, 25.4488], [-26.8154, 13.6057, 25.7565], [-26.6759, 14.4142, 24.2336], [-20.7410, 4.6645, 19.3406], [-21.3509, 3.5414, 19.9291], [-20.9403, 5.5682, 19.8847], [-19.6939, 4.4897, 19.0393], [-21.2776, 4.8654, 18.3660], [-20.6193, 3.0773, 20.3725], [-26.5599, 4.5322, 24.2649], [-26.4682, 5.1093, 22.9935], [-27.3655, 4.9267, 24.9109], [-26.6184, 3.4413, 24.1989], [-25.6299, 4.7443, 24.8140], [-26.1238, 6.0222, 23.1470], [-23.7946, 12.9182, 24.7260], [-22.8894, 12.9938, 23.6612], [-23.4397, 12.3726, 25.6211], [-24.0054, 13.9320, 25.0258], [-24.6540, 12.4269, 24.3393], [-22.0152, 13.0629, 24.0603], [-19.6044, 4.0302, 22.7699], [-19.7382, 2.7072, 22.3363], [-18.9415, 4.6127, 22.0742], [-20.5843, 4.5154, 22.7881], [-19.1296, 4.0485, 23.7152], [-20.5226, 2.4031, 22.8293], [-20.0126, 12.2858, 19.7581], [-20.3496, 11.0032, 20.2950], [-19.4121, 12.1094, 18.8519], [-20.9248, 12.8320, 19.5597], [-19.4522, 12.8621, 20.4694], [-21.2716, 10.9969, 20.8284], [-27.8235, 12.4647, 20.5692], [-27.0200, 13.0467, 21.6358], [-28.2896, 13.2579, 19.9710], [-27.1389, 11.9972, 19.9133], [-28.5488, 11.7861, 20.9962], [-26.0477, 12.9830, 21.3781], [-15.1233, 4.5777, 25.0812], [-16.2121, 5.3890, 24.5176], [-14.4157, 4.2778, 24.3230], [-14.6881, 5.3125, 25.7954], [-15.4335, 3.7153, 25.5977], [-15.9175, 5.7984, 23.6729], [-19.3360, 2.7439, 26.4982], [-17.9083, 3.1259, 26.3651], [-19.3636, 2.0037, 27.3437], [-19.9027, 3.6191, 26.7054], [-19.6439, 2.3268, 25.5309], [-17.8220, 3.6827, 25.6057], [-29.8359, 15.3735, 22.8375], [-28.6506, 15.4893, 22.0211], [-29.9704, 14.3166, 23.0958], [-29.7989, 16.0602, 23.6609], [-30.6778, 15.7354, 22.2909], [-28.2304, 14.6208, 22.0219]]}